Record 1
52
Properties=species:S:1:pos:R:3:forces:R:3 method="wB97M-V/def2-TZVPD" gap_ev="6.76 / 7.14" charge=+1 homo_energy_ev="-9.76 / -10.02" lumo_energy_ev="-3.00 / -2.88" spin_multiplicity=1
Ni 2.38756 -0.01890 -0.32545 -0.9 -1.3 -1.1
O -3.59502 0.81778 1.14856 -0.3 0.2 0.0
C -2.78733 1.89597 1.26943 0.2 -0.1 0.0
O -3.20074 2.97445 1.58147 0.0 0.1 0.0
C -1.36617 1.60292 0.98375 -0.2 -0.1 -0.1
C -0.36613 2.53338 1.22078 0.0 0.2 -0.1
Cl -0.42486 4.09427 1.85873 0.0 0.0 0.0
N 0.78208 2.01680 0.76988 0.2 -0.1 0.2
N 0.59658 0.78589 0.25420 -0.1 -0.2 0.0
C -0.69163 0.50774 0.36357 0.2 -0.3 -0.1
C 1.21560 -1.17977 -1.54818 -0.6 1.1 2.5
O 0.35373 -0.88609 -2.35226 0.9 -0.2 -0.5
O 1.25146 -1.89191 -0.51430 0.5 0.1 -1.0
C 2.12782 2.51183 0.80544 -0.1 0.3 0.0
C 2.80936 2.56749 -0.40303 0.1 0.1 -0.1
C 4.14047 2.96532 -0.40203 -0.1 0.1 0.0
C 4.75519 3.32792 0.78667 -0.1 0.0 0.1
C 4.04554 3.28806 1.98223 0.1 0.0 0.0
C 2.72624 2.86423 2.00381 -0.1 0.0 -0.1
H -4.49344 1.13876 1.34846 0.1 -0.1 0.0
H 2.29291 2.34642 -1.33243 0.0 0.0 0.0
H 4.68509 3.00631 -1.33541 0.0 0.0 0.0
H 5.78682 3.65062 0.78293 0.0 0.0 0.0
H 4.52645 3.57423 2.90705 0.0 0.0 0.0
H 2.17537 2.80402 2.93184 0.0 0.0 0.0
Br 4.14992 -3.26140 -1.76336 -0.1 -0.1 0.0
C 5.41067 -1.97055 -1.18414 0.1 0.0 0.0
Br 4.68146 -0.52719 -0.07779 0.3 0.1 0.0
H 5.84983 -1.48009 -2.04333 0.0 0.0 0.0
H 6.14689 -2.44325 -0.54641 0.0 0.0 -0.1
C -2.63357 0.93712 -2.00293 0.0 0.0 0.0
C -2.95684 -0.43684 -1.42592 -0.1 -0.1 -0.1
As -1.64658 -1.14502 -0.17193 -0.5 0.5 0.2
C -2.19602 -1.63345 1.63034 0.0 0.0 0.0
C -3.42227 -2.52322 1.77963 0.0 0.0 0.0
C -1.26215 -2.92074 -0.90704 0.4 0.1 0.0
C -2.54232 -3.53365 -1.47521 0.0 0.0 0.0
H -3.25484 1.09614 -2.88416 0.0 0.0 0.0
H -1.59270 1.00583 -2.32045 0.0 0.0 0.0
H -2.84393 1.74904 -1.31074 0.0 0.0 0.0
H -2.92631 -1.17225 -2.22609 -0.1 0.0 0.0
H -3.94387 -0.47778 -0.96712 0.1 0.0 0.0
H -2.30778 -0.71646 2.20032 0.0 -0.1 0.0
H -1.29278 -2.13599 1.99198 0.0 0.0 0.0
H -4.30843 -2.07657 1.32756 0.0 0.0 0.0
H -3.63071 -2.66487 2.83983 0.0 0.0 0.0
H -3.27654 -3.51002 1.34788 0.0 -0.1 -0.1
H -0.86295 -3.46831 -0.05625 0.0 -0.1 0.0
H -0.48967 -2.83051 -1.65724 -0.1 -0.1 0.0
H -3.44938 -3.28640 -0.92747 0.0 0.0 0.1
H -2.43845 -4.61863 -1.44088 0.0 0.0 0.0
H -2.69361 -3.25269 -2.51482 0.0 0.0 0.0

***

Record 2
178
Properties=species:S:1:pos:R:3:forces:R:3 method="wB97M-V/def2-TZVPD" gap_ev=6.42 charge=-2 relative_energy_kcal_mol=0.0 homo_energy_ev=-3.17 lumo_energy_ev=3.25 spin_multiplicity=1
Cs 0.95372 1.80830 -0.67512 -3.6 -1.9 0.5
C 1.10919 -4.78341 1.82272 -0.1 -0.4 -0.1
N 1.74662 -3.51831 2.04323 0.0 0.6 -0.2
C 1.26054 -2.27764 1.85951 0.0 -0.1 -0.1
N 2.15082 -1.38834 2.22972 -0.1 0.7 -0.1
C 3.19430 -2.13782 2.63174 -0.2 -0.3 0.1
N 2.98712 -3.43220 2.54778 0.6 -0.5 0.3
C 0.17611 -5.19776 2.94287 0.1 0.0 0.1
C -0.32233 -6.49765 2.97940 0.0 0.1 -0.1
C -1.20033 -6.89114 3.97672 -0.1 -0.1 0.0
C -1.59937 -6.00069 4.95763 0.0 0.2 0.1
C -1.09528 -4.70405 4.93631 0.3 -0.1 -0.4
C -0.20867 -4.31187 3.93351 -0.1 -0.1 0.1
C -1.49644 -3.71347 5.91316 -0.7 0.0 0.8
N -2.40287 -3.78412 6.84999 0.4 -1.3 -1.0
N -2.45679 -2.57810 7.43954 0.3 1.5 0.4
C -1.57845 -1.82060 6.84121 -0.6 -0.6 0.4
O -0.92064 -2.49994 5.88667 0.2 -0.1 0.1
C -1.27774 -0.42091 7.04210 0.2 0.4 -0.1
C -1.97090 0.34920 7.97164 0.1 -0.2 -0.1
C -1.67951 1.69418 8.09381 0.1 0.1 0.1
C -0.69433 2.27576 7.31138 0.1 -0.1 0.0
C 0.00712 1.51175 6.38600 0.1 0.0 0.1
C 1.06082 2.12895 5.49781 0.0 -0.1 0.3
N 0.46882 2.63921 4.28821 -0.1 0.0 -0.6
C 0.00107 1.96878 3.21955 0.1 0.2 0.1
N -0.47212 2.81769 2.34131 0.1 -0.2 -0.7
C -0.27465 4.01836 2.91417 0.1 -0.3 0.2
N 0.28798 3.95510 4.09859 0.2 0.7 0.5
C -0.29835 0.16910 6.24665 -0.1 0.0 0.2
H 1.89997 -5.53239 1.71180 -0.1 0.2 -0.1
H 0.55625 -4.71560 0.87731 0.1 0.0 0.1
H 0.28086 -2.06885 1.48144 -0.4 0.0 -0.1
H 4.10562 -1.71971 3.01027 0.2 0.0 0.0
H -0.02810 -7.20292 2.21337 0.1 -0.1 -0.1
H -1.57987 -7.90374 3.98453 0.0 -0.1 0.0
H -2.29443 -6.28766 5.73189 -0.1 0.0 0.1
H 0.14003 -3.29094 3.92851 0.1 0.0 -0.1
H -2.74621 -0.11487 8.55937 -0.1 -0.1 0.1
H -2.22902 2.30097 8.79951 0.0 0.0 0.0
H -0.47618 3.32990 7.40533 0.0 0.1 0.0
H 1.81586 1.38119 5.23104 -0.1 0.2 0.1
H 1.54094 2.97504 5.99686 0.0 -0.1 -0.2
H 0.02130 0.90017 3.12246 0.0 -0.3 0.0
H -0.55554 4.93973 2.44816 0.0 0.3 -0.1
H 0.20876 -0.42775 5.50419 0.1 -0.1 -0.1
Se -2.89689 0.90421 0.50785 0.0 0.0 0.1
P -3.33218 0.05765 2.41133 -0.2 0.1 0.0
Se -2.06773 -1.39766 3.33551 0.2 -0.2 -0.1
C -5.03009 -0.64388 2.34361 0.2 0.0 -0.1
C -5.28323 -1.99154 2.53828 0.1 0.0 0.1
C -6.57107 -2.48008 2.39939 -0.2 -0.1 -0.1
C -7.60961 -1.62761 2.06593 -0.1 -0.1 0.0
C -7.35615 -0.27837 1.87033 -0.2 0.1 0.0
C -6.07229 0.21097 2.00745 0.1 0.0 0.1
C -3.56492 1.36207 3.67774 0.1 -0.1 -0.3
C -3.96707 1.00353 4.95632 -0.1 0.0 0.1
C -4.11839 1.97390 5.92803 -0.1 0.0 0.1
C -3.82488 3.29705 5.63694 0.0 0.2 0.0
C -3.41106 3.65266 4.36390 -0.1 0.1 0.2
C -3.30227 2.68747 3.37901 -0.1 0.0 -0.2
H -4.46695 -2.65238 2.79906 0.1 0.0 0.0
H -6.76709 -3.53345 2.54669 0.0 -0.1 0.1
H -8.61594 -2.01042 1.95796 -0.1 0.0 0.0
H -8.16386 0.39224 1.61050 -0.1 0.0 0.0
H -5.85119 1.25859 1.85405 -0.1 0.1 -0.1
H -4.14610 -0.03696 5.19050 0.0 -0.1 0.0
H -4.45701 1.69767 6.91762 0.0 0.0 0.1
H -3.91575 4.05289 6.40668 0.0 0.0 0.0
H -3.16852 4.68090 4.13303 0.0 0.1 0.0
H -3.00255 2.94313 2.37272 0.0 0.0 0.0
N 1.62101 2.55801 -4.69724 0.4 0.0 0.5
C 0.47697 1.89740 -4.92074 -0.3 0.3 -0.6
O 0.35320 0.68878 -4.81014 -0.1 -0.2 0.1
C -0.67941 2.73939 -5.40112 -0.2 -0.1 0.2
I -0.18309 3.74251 -7.21650 -0.1 0.1 -0.1
H 2.35609 2.04815 -4.21274 -0.1 0.0 -0.1
H 1.62647 3.55678 -4.56088 -0.1 0.0 -0.1
H -0.92527 3.52119 -4.67632 0.0 -0.1 -0.2
H -1.54398 2.11642 -5.60925 0.1 0.0 0.0
C 4.94489 -1.36108 -4.76669 -0.2 -0.1 0.2
C 3.63118 -1.54791 -5.50661 -0.3 -0.2 0.2
C 3.30509 -0.24528 -6.22023 -0.2 -0.1 0.2
C 3.74913 -2.67588 -6.52301 -0.1 0.0 0.2
Sb 1.98574 -1.81266 -3.95209 0.1 -1.2 -0.2
C 2.89961 -3.45953 -2.60494 -0.1 0.2 -0.4
C 1.77000 -4.18126 -1.88603 -0.1 0.3 -0.3
C 3.69031 -2.68357 -1.55790 -0.1 0.1 -0.2
C 3.78670 -4.49603 -3.28115 -0.1 0.2 0.0
C 0.44174 -3.03687 -5.17457 0.3 0.1 0.2
C 0.03813 -2.18208 -6.36975 0.2 0.1 0.2
C 0.85495 -4.42399 -5.64685 0.1 0.2 0.1
C -0.76735 -3.16109 -4.25767 0.2 0.2 0.1
H 5.73476 -1.06346 -5.46206 0.1 0.1 -0.1
H 5.26558 -2.27023 -4.26650 0.1 -0.1 0.1
H 4.83295 -0.58055 -4.02158 0.2 0.1 0.1
H 4.05179 -0.03241 -6.99167 0.1 0.0 -0.1
H 3.31319 0.56584 -5.50004 0.0 0.2 -0.1
H 2.32280 -0.27911 -6.68717 -0.1 0.1 -0.1
H 4.65640 -2.55030 -7.12269 0.1 0.1 -0.1
H 2.90299 -2.66260 -7.20744 -0.1 -0.1 -0.1
H 3.79899 -3.65011 -6.04139 0.0 -0.1 0.0
H 1.05254 -3.47304 -1.47794 -0.1 0.0 0.1
H 2.17768 -4.77231 -1.06001 0.1 -0.1 0.1
H 1.24110 -4.85785 -2.55364 -0.2 -0.1 0.0
H 3.05414 -1.92975 -1.09317 0.0 0.1 0.1
H 4.54173 -2.17086 -1.99637 0.2 0.1 0.0
H 4.05781 -3.34979 -0.76927 0.0 -0.1 0.0
H 3.22559 -5.08110 -4.00796 0.0 -0.1 -0.1
H 4.19191 -5.19070 -2.53689 0.0 -0.1 0.1
H 4.62759 -4.03147 -3.78785 0.1 -0.1 -0.1
H 0.80675 -2.18384 -7.14129 0.1 0.1 -0.1
H -0.12859 -1.15830 -6.04791 -0.1 0.2 -0.1
H -0.88953 -2.55792 -6.81499 -0.1 -0.1 0.0
H 1.69660 -4.37954 -6.33145 0.1 -0.1 -0.1
H 0.02405 -4.89895 -6.18024 -0.1 0.0 0.0
H 1.11636 -5.06553 -4.80761 0.1 -0.1 0.1
H -1.04273 -2.18546 -3.86407 -0.2 0.1 0.1
H -0.56531 -3.81341 -3.41347 -0.1 -0.1 0.2
H -1.62712 -3.56621 -4.80158 -0.1 -0.1 -0.1
O -1.04953 5.03982 -3.61640 -0.2 0.2 0.0
C -0.14267 5.14873 -2.79870 -0.2 0.4 -0.7
N 0.66351 6.27404 -2.76344 0.3 0.3 -0.1
C 1.46276 6.26080 -1.56876 0.0 -0.2 0.0
C 1.16887 4.78756 -1.09889 -0.1 1.2 -0.4
O 1.71171 4.27720 -0.13482 0.7 0.6 0.8
N 0.24646 4.24688 -1.88035 -0.5 -0.6 0.0
C 2.93810 6.46149 -1.82185 0.2 0.1 -0.2
C 3.85112 6.21803 -0.80313 0.0 0.0 0.0
C 5.20166 6.41146 -1.01059 0.1 0.1 0.1
C 5.66204 6.86741 -2.23267 0.1 0.0 -0.1
C 4.75864 7.10550 -3.25214 0.1 0.1 -0.1
C 3.40511 6.90319 -3.05347 -0.2 0.0 0.1
C 0.98937 7.27344 -0.54435 -0.2 0.2 0.2
C 0.46497 8.49511 -0.95895 0.0 -0.1 0.0
C 0.02826 9.42968 -0.03874 0.0 0.2 0.0
C 0.12548 9.16832 1.31538 -0.1 0.1 0.1
C 0.65667 7.96358 1.73969 0.0 0.1 0.1
C 1.08456 7.02386 0.81995 -0.1 -0.1 0.0
H 0.30380 7.12305 -3.16437 -0.1 -0.1 0.0
H 3.50483 5.82786 0.13808 -0.1 0.0 0.1
H 5.90072 6.20173 -0.21420 0.1 -0.1 0.1
H 6.72076 7.01246 -2.39983 0.1 0.0 0.0
H 5.10760 7.44845 -4.21639 0.0 0.0 -0.1
H 2.71486 7.07133 -3.86852 -0.1 0.0 0.0
H 0.38439 8.73275 -2.01061 0.0 0.0 -0.1
H -0.39037 10.36747 -0.37930 0.0 0.0 0.0
H -0.22374 9.89515 2.03377 0.0 0.1 0.1
H 0.72950 7.75464 2.79745 0.0 -0.1 0.1
H 1.45853 6.07119 1.15821 0.1 -0.1 0.0
C -4.55859 -2.39473 -2.46366 0.0 0.0 0.2
C -4.38144 -2.10715 -0.97815 0.0 0.3 -0.6
N -4.00784 -3.29073 -0.23713 0.1 -0.5 0.5
C -2.74338 -3.62347 0.07324 -0.1 -0.1 0.0
S -1.41012 -2.86184 -0.52657 0.4 0.4 -0.3
N -2.57862 -4.68922 0.93063 0.0 0.1 0.4
C -3.28477 -5.93579 0.73927 -0.2 -0.2 -0.3
C -2.96569 -6.55367 -0.62326 -0.1 0.1 0.2
H -4.86611 -1.48552 -2.97118 -0.1 0.1 -0.1
H -5.31031 -3.16645 -2.62873 -0.1 -0.1 -0.1
H -3.61491 -2.71476 -2.89394 0.2 -0.1 -0.1
H -5.31285 -1.72725 -0.55326 0.1 0.0 0.1
H -3.60823 -1.34530 -0.84791 -0.2 -0.1 0.2
H -4.73572 -3.74581 0.29259 0.0 0.1 0.0
H -1.60025 -4.82230 1.14916 -0.2 0.1 -0.1
H -4.36105 -5.77063 0.82652 0.0 -0.1 0.1
H -2.98055 -6.60727 1.54413 -0.1 0.1 0.0
H -3.26790 -5.86847 -1.41161 0.0 0.0 -0.1
H -3.47823 -7.50229 -0.76323 -0.1 -0.1 0.0
H -1.89444 -6.71622 -0.71458 0.1 0.0 0.0
F 6.22631 2.29261 -0.92454 -0.2 0.2 0.1
C 5.66397 1.60914 -1.93145 0.0 0.0 0.0
F 5.87885 0.30762 -1.68348 -0.2 -0.1 0.1
F 6.37267 1.90218 -3.03443 -0.3 0.1 -0.2
S 3.81854 1.98960 -2.08412 2.5 -0.3 -0.7
O 3.78592 3.33823 -2.57140 -0.2 0.4 0.1
O 3.37574 1.75163 -0.74139 2.2 -0.1 0.5
O 3.37611 0.99974 -3.04917 -0.1 -0.2 0.1

***

Record 3
22
Properties=species:S:1:pos:R:3:forces:R:3 method="wB97M-V/def2-TZVPD" gap_ev="3.94 / 10.63" relative_energy_kcal_mol=56.8 homo_energy_ev="-3.23 / -10.05" lumo_energy_ev="0.71 / 0.58" spin_multiplicity=2
C 0.80547 -2.13988 0.95521 0.7 0.6 -1.5
O 1.83800 -1.71440 0.00011 0.3 -0.6 0.7
C 0.57126 -1.00163 1.94482 1.9 -0.5 1.4
C -0.66542 -0.19119 1.66612 -1.4 0.1 0.0
C -0.49943 0.50042 0.35269 0.3 0.6 0.3
C -0.19845 1.78498 0.24062 -0.2 1.3 -0.9
N -0.18082 2.40519 -1.12180 0.8 -0.7 0.0
H 0.02955 -2.24297 0.18622 -0.7 -0.5 1.1
H 1.08282 -3.10010 1.42707 -0.3 0.4 -0.3
H 2.66095 -2.12330 0.28305 0.2 0.2 -0.1
H 0.60902 -1.31967 2.99517 -0.6 -0.5 -0.2
H 1.56916 -0.45509 1.95857 -1.5 0.1 -0.5
H -1.58475 -0.86232 1.60044 1.2 0.5 0.1
H -0.92296 0.52189 2.47569 0.4 -0.2 -0.5
H -0.43624 -0.11242 -0.54343 -0.3 0.0 0.1
H -0.09972 2.60026 0.96021 -0.2 -0.9 0.3
H 0.80924 2.64856 -1.43483 -0.8 0.0 0.3
H -0.81149 3.28123 -1.24117 0.1 -0.1 0.2
H -0.55286 1.68611 -1.75540 0.0 0.1 -0.6
H -2.15199 -0.00122 -3.51041 -0.1 -0.2 -0.6
H -0.65939 -0.22197 -4.08692 -0.6 -0.1 -0.3
O -1.21195 0.05749 -3.35203 0.7 0.3 1.1

***

| no. | calculated total energy (hartree) |
| --- | --- |
| 1 | -10462.15803 |
| 2 | -10638.20776 |
| 3 | -403.96561 |